{"formula": "C37H25Br3Cl7N4OTi", "method": "ωB97M-V/def2-TZVPD", "total_charge": 1, "s_squared": 2.017, "relative_energy_kcal_mol": 17.85, "spin_multiplicity": 3, "e_tot_ev": -367680.03402, "e_homo_ev": [-8.8365, -10.8241], "homo_lumo_gap_ev": [5.33, 7.12], "lumo_ev": [-3.509, -3.706], "fmax_ev_per_a": 1.60, "elements": ["Ti", "Br", "C", "C", "C", "N", "C", "C", "C", "C", "C", "Br", "C", "C", "N", "H", "H", "H", "H", "H", "H", "Cl", "C", "C", "C", "Cl", "C", "Cl", "C", "Cl", "C", "Cl", "Br", "C", "C", "C", "C", "C", "C", "N", "C", "C", "C", "C", "C", "C", "N", "H", "H", "H", "H", "H", "H", "H", "H", "H", "C", "C", "O", "C", "C", "C", "C", "C", "C", "H", "H", "H", "H", "H", "H", "H", "H", "Cl", "C", "Cl", "H", "H"], "coordinates": [[-0.381, -0.216, -0.071], [2.744, -0.582, 6.141], [2.140, -0.354, 4.391], [1.846, 0.905, 3.907], [1.377, 1.007, 2.612], [1.184, -0.034, 1.796], [1.493, -1.245, 2.283], [1.971, -1.449, 3.565], [1.214, -2.426, 1.417], [1.954, -3.580, 1.557], [1.558, -4.710, 0.858], [2.573, -6.271, 0.951], [0.395, -4.666, 0.123], [-0.257, -3.451, 0.009], [0.171, -2.319, 0.574], [1.966, 1.788, 4.518], [1.165, 1.987, 2.210], [2.157, -2.449, 3.931], [2.833, -3.597, 2.185], [0.000, -5.543, -0.370], [-1.179, -3.391, -0.546], [-0.343, -2.086, -2.769], [-1.991, -1.826, -2.204], [-2.182, -1.200, -0.963], [-3.524, -1.081, -0.615], [-3.972, -0.295, 0.897], [-4.590, -1.514, -1.409], [-6.223, -1.292, -0.912], [-4.332, -2.115, -2.635], [-5.619, -2.628, -3.646], [-3.010, -2.284, -3.035], [-2.664, -3.041, -4.539], [6.405, -3.339, -1.589], [4.853, -2.276, -1.532], [4.019, -2.211, -2.635], [2.861, -1.445, -2.575], [2.513, -0.766, -1.411], [3.387, -0.812, -0.331], [4.552, -1.562, -0.384], [1.303, -0.005, -1.345], [1.071, 0.783, -2.402], [-0.169, 1.442, -2.524], [-0.452, 2.347, -3.571], [-1.651, 2.993, -3.594], [-2.582, 2.740, -2.560], [-2.257, 1.846, -1.585], [-1.075, 1.184, -1.544], [4.268, -2.748, -3.540], [2.219, -1.394, -3.445], [3.186, -0.212, 0.543], [5.235, -1.571, 0.455], [1.839, 0.952, -3.149], [0.295, 2.513, -4.337], [-1.888, 3.691, -4.386], [-3.541, 3.238, -2.534], [-2.959, 1.621, -0.790], [-2.465, 2.681, 2.149], [-1.292, 2.362, 1.282], [-1.066, 1.171, 1.044], [-0.452, 3.444, 0.738], [-0.856, 4.771, 0.904], [-0.091, 5.805, 0.394], [1.093, 5.523, -0.275], [1.515, 4.207, -0.426], [0.742, 3.174, 0.070], [-2.862, 1.763, 2.571], [-3.245, 3.164, 1.556], [-2.182, 3.362, 2.952], [-1.772, 5.005, 1.430], [-0.413, 6.829, 0.525], [1.694, 6.331, -0.671], [2.451, 3.986, -0.922], [1.090, 2.155, -0.044], [-1.583, -4.048, 3.294], [-2.506, -2.556, 3.508], [-1.553, -1.127, 3.066], [-2.780, -2.470, 4.550], [-3.373, -2.585, 2.860]], "mulliken_charge": [-0.53, -0.11, -0.66, -0.92, -0.51, 1.48, -0.29, -0.82, 1.06, -0.87, -0.64, -0.11, -0.98, -1.05, 1.63, 0.52, 0.15, 0.68, 0.62, 0.54, 0.71, -0.26, 1.21, -1.37, 0.95, -0.21, -0.16, -0.18, 0.46, -0.18, -0.28, -0.18, -0.17, -0.09, -0.90, -0.52, -0.40, 0.10, -0.66, 0.93, -0.99, 0.57, -1.15, -0.72, -1.12, -0.39, 1.08, 0.47, 0.47, 0.41, 0.51, 0.58, 0.56, 0.44, 0.54, 0.38, -2.21, 0.85, 0.89, 1.26, -1.14, -0.97, -0.64, -1.38, 1.20, 0.26, 0.46, 0.56, 0.46, 0.46, 0.46, 0.49, 0.27, -0.14, -0.47, 0.07, 0.44, 0.23]}

{"formula": "C37H25ClI2N3O2SiSn", "method": "ωB97M-V/def2-TZVPD", "total_charge": 1, "relative_energy_kcal_mol": 10.73, "spin_multiplicity": 1, "e_tot_ev": -89770.45314, "e_homo_ev": -10.2478, "homo_lumo_gap_ev": 6.56, "lumo_ev": -3.687, "fmax_ev_per_a": 0.34, "elements": ["Sn", "Cl", "C", "C", "C", "C", "O", "C", "C", "N", "C", "C", "C", "C", "C", "C", "C", "C", "N", "C", "C", "H", "H", "H", "H", "H", "H", "H", "H", "H", "H", "I", "C", "C", "C", "I", "C", "C", "C", "C", "N", "C", "C", "O", "H", "H", "H", "H", "C", "C", "C", "C", "C", "C", "Si", "C", "C", "C", "C", "C", "C", "H", "H", "H", "H", "H", "H", "H", "H", "H", "H", "H"], "coordinates": [[0.174, 0.169, 0.338], [-3.983, 4.825, 3.952], [-2.904, 3.576, 3.430], [-2.996, 2.298, 4.002], [-2.148, 1.291, 3.615], [-1.185, 1.505, 2.616], [-0.369, 0.524, 2.285], [-1.100, 2.796, 2.041], [-0.118, 3.136, 1.065], [0.586, 2.303, 0.359], [1.622, 2.758, -0.496], [1.700, 3.981, -1.098], [2.821, 4.313, -1.894], [3.838, 3.424, -2.090], [3.764, 2.134, -1.511], [4.745, 1.130, -1.690], [4.572, -0.102, -1.124], [3.404, -0.353, -0.380], [2.485, 0.565, -0.183], [2.650, 1.804, -0.724], [-1.958, 3.828, 2.479], [-3.744, 2.118, 4.763], [-2.209, 0.309, 4.066], [0.072, 4.200, 0.928], [0.906, 4.707, -0.985], [2.863, 5.293, -2.350], [4.697, 3.685, -2.695], [5.624, 1.349, -2.284], [5.305, -0.887, -1.244], [3.226, -1.324, 0.069], [-1.871, 4.818, 2.048], [-4.936, 1.013, -0.036], [-3.568, 0.835, -1.584], [-4.006, 0.900, -2.922], [-3.131, 0.791, -3.967], [-3.871, 0.887, -5.911], [-1.745, 0.614, -3.711], [-0.746, 0.482, -4.698], [0.561, 0.302, -4.335], [0.891, 0.262, -2.974], [-0.008, 0.396, -2.023], [-1.319, 0.559, -2.367], [-2.238, 0.665, -1.278], [-1.782, 0.596, -0.049], [-5.062, 1.034, -3.115], [-1.026, 0.518, -5.742], [1.339, 0.192, -5.076], [1.920, 0.109, -2.670], [-4.038, -3.862, 0.676], [-3.204, -4.394, -0.296], [-1.897, -3.942, -0.405], [-1.409, -2.961, 0.463], [-2.264, -2.430, 1.433], [-3.569, -2.881, 1.539], [0.335, -2.378, 0.295], [1.580, -2.899, 1.569], [1.622, -2.289, 2.827], [2.555, -2.685, 3.773], [3.462, -3.694, 3.475], [3.435, -4.310, 2.232], [2.499, -3.915, 1.286], [-5.060, -4.209, 0.758], [-3.572, -5.154, -0.973], [-1.257, -4.355, -1.178], [-1.915, -1.646, 2.097], [-4.228, -2.459, 2.287], [0.864, -2.663, -1.061], [0.925, -1.493, 3.074], [2.577, -2.205, 4.743], [4.190, -4.001, 4.215], [4.139, -5.099, 2.002], [2.486, -4.406, 0.319]], "mulliken_charge": [0.85, -0.22, -0.02, -0.68, -0.57, 0.27, -0.58, 0.18, 0.24, 0.34, -0.14, -0.69, -1.06, -0.88, 1.03, -0.69, -1.03, 0.18, 0.15, 0.45, -0.93, 0.45, 0.49, 0.48, 0.49, 0.43, 0.45, 0.47, 0.47, 0.26, 0.47, 0.04, -0.33, -0.18, -0.31, 0.10, 0.56, -0.63, -1.39, -0.21, 0.78, 0.09, -0.08, -0.06, 0.37, 0.22, 0.48, 0.53, -0.52, -0.66, -0.64, 0.63, -0.16, -0.61, 0.66, 0.43, 0.12, -0.90, -0.42, -0.72, -0.47, 0.41, 0.41, 0.38, 0.28, 0.44, -0.29, 0.32, 0.43, 0.40, 0.41, 0.42]}

{"formula": "C37H25CoF5N2O3P2S2", "method": "ωB97M-V/def2-TZVPD", "total_charge": -2, "s_squared": 0.769, "relative_energy_kcal_mol": 17.98, "spin_multiplicity": 2, "e_tot_ev": -139358.53855, "e_homo_ev": [-1.5645, -1.5047], "homo_lumo_gap_ev": [6.01, 5.95], "lumo_ev": [4.447, 4.447], "fmax_ev_per_a": 2.29, "elements": ["Co", "S", "P", "C", "P", "S", "C", "C", "C", "C", "C", "C", "C", "C", "C", "C", "C", "C", "C", "C", "C", "C", "C", "C", "C", "C", "C", "C", "C", "C", "H", "H", "H", "H", "H", "H", "H", "H", "H", "H", "H", "H", "H", "H", "H", "H", "H", "H", "H", "H", "O", "N", "N", "O", "C", "C", "C", "C", "C", "C", "H", "H", "H", "H", "H", "F", "C", "C", "F", "C", "F", "C", "O", "C", "F", "C", "F"], "coordinates": [[0.781, 0.028, 0.969], [-0.219, 2.965, -0.285], [-0.958, 1.257, -0.931], [-0.199, -0.306, -0.740], [1.352, -0.433, -1.531], [2.855, 0.644, -0.848], [1.723, -2.222, -1.403], [3.033, -2.670, -1.487], [3.301, -4.026, -1.434], [2.267, -4.936, -1.294], [0.960, -4.488, -1.187], [0.689, -3.134, -1.231], [1.226, -0.293, -3.353], [1.738, 0.826, -3.998], [1.572, 0.973, -5.360], [0.892, 0.009, -6.086], [0.348, -1.090, -5.439], [0.504, -1.237, -4.076], [-1.475, 1.494, -2.670], [-2.406, 0.646, -3.256], [-2.765, 0.822, -4.577], [-2.189, 1.837, -5.327], [-1.234, 2.662, -4.756], [-0.880, 2.493, -3.432], [-2.562, 1.013, -0.083], [-3.392, 2.113, 0.091], [-4.498, 2.022, 0.913], [-4.779, 0.831, 1.563], [-3.972, -0.276, 1.363], [-2.870, -0.193, 0.533], [3.833, -1.945, -1.574], [4.325, -4.376, -1.494], [2.483, -5.997, -1.253], [0.153, -5.197, -1.055], [-0.319, -2.763, -1.109], [2.274, 1.557, -3.409], [1.972, 1.843, -5.864], [0.783, 0.114, -7.157], [-0.199, -1.832, -6.007], [0.082, -2.089, -3.562], [-2.850, -0.142, -2.661], [-3.509, 0.175, -5.026], [-2.479, 1.971, -6.362], [-0.775, 3.447, -5.346], [-0.153, 3.141, -2.961], [-3.133, 3.044, -0.402], [-5.128, 2.890, 1.068], [-5.626, 0.769, 2.236], [-4.186, -1.204, 1.876], [-2.221, -1.044, 0.383], [-0.627, -0.190, 2.348], [-0.744, 0.846, 3.110], [0.262, 1.655, 3.070], [1.305, 1.442, 2.298], [0.232, 2.792, 3.857], [1.153, 3.819, 3.630], [1.151, 4.927, 4.448], [0.249, 5.030, 5.501], [-0.671, 4.012, 5.718], [-0.690, 2.899, 4.905], [1.840, 3.713, 2.805], [1.862, 5.722, 4.269], [0.272, 5.894, 6.151], [-1.371, 4.090, 6.540], [-1.390, 2.093, 5.059], [2.081, -4.878, 5.962], [1.993, -4.042, 4.889], [1.088, -4.301, 3.864], [0.282, -5.390, 3.963], [1.017, -3.473, 2.765], [0.120, -3.776, 1.800], [1.846, -2.318, 2.588], [1.824, -1.603, 1.550], [2.729, -2.086, 3.692], [3.536, -1.004, 3.668], [2.803, -2.916, 4.789], [3.682, -2.649, 5.791]], "mulliken_charge": [0.73, -0.57, 2.10, -1.44, 1.93, -0.56, -0.04, -0.70, -0.66, -0.47, -0.92, 0.24, 0.25, -0.26, -0.62, -0.42, -0.75, -0.51, -0.06, -0.46, -0.64, -0.39, -0.63, -0.36, -0.11, -0.63, -0.58, -0.49, -0.53, -0.06, 0.36, 0.36, 0.35, 0.37, 0.41, 0.32, 0.40, 0.37, 0.37, 0.38, 0.35, 0.37, 0.37, 0.39, 0.30, 0.29, 0.36, 0.34, 0.40, 0.31, -0.31, -0.72, 1.21, -0.66, -0.12, -0.17, -0.55, -0.37, -0.55, -0.31, 0.42, 0.34, 0.36, 0.34, 0.46, -0.36, 0.58, 0.08, -0.34, 0.40, -0.33, -0.13, -0.45, 0.15, -0.33, 0.12, -0.34]}